Entry 1
58
Properties=species:S:1:pos:R:3:lowdin_charge:R:1 method="wB97M-V/def2-TZVPD" gap_ev=8.64 smiles="CCOc1cc2[nH]c(=O)n(CCC(=O)NCCc3ccccc3)c(=O)c2cc1OCC" homo_energy_ev=-8.3
C 4.8879 5.6060 0.3989 -0.059
C 3.8250 4.5318 0.5632 -0.249
O 4.0020 3.5952 -0.4831 -0.016
C 3.1821 2.5315 -0.5669 -0.178
C 2.1433 2.2553 0.3036 0.060
C 1.3565 1.1182 0.1205 -0.174
N 0.3219 0.8179 0.9784 0.183
C -0.4779 -0.2844 0.8699 -0.451
O -1.3551 -0.4988 1.6856 0.074
N -0.2262 -1.1154 -0.1967 0.081
C -1.1078 -2.2681 -0.3479 -0.096
C -0.7921 -3.3914 0.6533 -0.048
C -2.0797 -3.9529 1.2568 -0.504
O -2.4698 -5.0849 1.0612 0.059
N -2.7091 -3.0576 2.0407 0.067
C -4.0315 -3.2707 2.5749 -0.164
C -5.1164 -2.6572 1.6687 -0.123
C -4.7644 -1.2452 1.2912 -0.246
C -4.7061 -0.2453 2.2544 -0.045
C -4.3143 1.0368 1.9178 -0.087
C -3.9741 1.3402 0.6107 -0.101
C -4.0417 0.3569 -0.3598 -0.089
C -4.4353 -0.9262 -0.0199 -0.064
C 0.7843 -0.9306 -1.1430 -0.356
O 0.9303 -1.7148 -2.0558 0.094
C 1.6094 0.2555 -0.9408 -0.070
C 2.6608 0.5331 -1.8245 0.069
C 3.4475 1.6492 -1.6553 -0.185
O 4.4856 2.0094 -2.4442 -0.031
C 4.8199 1.1808 -3.5431 -0.250
C 6.0151 1.8083 -4.2421 -0.061
H 4.7883 6.3496 1.1843 0.077
H 5.8763 5.1587 0.4516 0.080
H 4.7790 6.0886 -0.5680 0.080
H 2.8217 4.9762 0.5045 0.128
H 3.9341 4.0336 1.5365 0.128
H 1.9262 2.9084 1.1337 0.112
H 0.1232 1.4293 1.7585 0.167
H -2.1311 -1.9099 -0.2093 0.101
H -0.9813 -2.6209 -1.3719 0.128
H -0.2469 -4.1998 0.1680 0.122
H -0.1807 -2.9980 1.4672 0.124
H -2.3515 -2.1086 2.0739 0.096
H -4.0750 -2.8229 3.5709 0.117
H -4.1868 -4.3491 2.6548 0.119
H -6.0701 -2.6848 2.2000 0.118
H -5.2057 -3.2659 0.7677 0.116
H -4.9669 -0.4747 3.2776 0.114
H -4.2690 1.8021 2.6792 0.102
H -3.6596 2.3403 0.3484 0.099
H -3.7810 0.5857 -1.3836 0.104
H -4.4913 -1.6904 -0.7836 0.115
H 2.8165 -0.1647 -2.6305 0.119
H 3.9676 1.1095 -4.2324 0.129
H 5.0701 0.1715 -3.1896 0.129
H 6.3048 1.2011 -5.0948 0.076
H 5.7620 2.8080 -4.5835 0.078
H 6.8517 1.8803 -3.5529 0.078

=====

Entry 2
58
Properties=species:S:1:pos:R:3:lowdin_charge:R:1 method="wB97M-V/def2-TZVPD" gap_ev=7.78 smiles="O=C(NCCCN1CCOCC1)c1ccc(NC(=O)[C@@H]2COc3ccccc3O2)cc1" homo_energy_ev=-8.1
O 0.8727 -1.9226 -3.3530 0.183
C 1.0198 -0.9182 -2.9123 -0.534
N 1.0172 0.2446 -3.5648 0.047
C 1.0764 0.1275 -4.9840 -0.090
C -0.4060 0.5663 -5.2164 -0.158
C -1.0371 1.8054 -4.7061 -0.227
N -2.3354 2.2689 -5.1544 -0.161
C -3.5612 1.4455 -4.4232 -0.099
C -4.8282 1.9865 -4.6555 -0.086
O -4.8513 2.2047 -6.2363 -0.121
C -4.0524 3.1778 -6.6716 -0.225
C -2.5240 2.5681 -6.4416 -0.228
C 1.0361 -0.8383 -1.2715 -0.012
C 2.0527 0.2269 -0.5839 0.003
C 2.1217 0.2643 0.6794 -0.002
C 1.2954 -0.7758 1.5119 -0.045
N 1.2774 -0.6709 2.9262 0.179
C 2.0522 -0.0367 3.6597 -0.148
O 2.8001 1.3377 3.4472 -0.192
C 1.8822 -0.2087 5.2324 -0.123
C 3.3862 -0.4420 5.6762 -0.027
O 3.2283 -0.6638 7.1174 -0.076
C 2.1258 -1.5418 7.3730 -0.075
C 2.0310 -2.1833 8.9265 0.019
C 1.2170 -2.9785 9.1783 -0.238
C 0.1734 -3.3352 8.3321 -0.093
C 0.1426 -2.5873 7.1781 0.013
C 1.1983 -1.7328 6.5531 -0.514
O 1.0165 -1.2769 5.5209 0.115
C 0.6624 -1.8716 0.8739 0.026
C 0.5178 -1.7546 -0.5079 -0.095
H 1.1784 1.0700 -2.9980 0.142
H 1.2145 -0.6602 -5.3508 -0.003
H 1.7550 1.0577 -5.3512 0.182
H -0.9430 -0.1341 -4.7468 0.064
H -0.6388 0.3743 -6.3298 0.148
H -0.9526 2.0900 -3.5445 0.174
H -0.5605 2.4798 -5.1212 0.018
H -3.2404 1.4185 -3.3089 0.157
H -3.5135 0.4930 -4.9783 0.129
H -5.5771 1.5755 -4.3484 0.032
H -4.7623 2.9531 -4.1929 0.130
H -4.2249 3.1179 -7.7655 0.134
H -4.1030 4.0888 -6.2718 0.069
H -1.6749 3.1618 -7.0021 0.153
H -2.5182 1.5796 -7.0476 0.120
H 2.5521 0.8965 -1.1681 0.072
H 2.7332 0.8699 1.1732 0.045
H 0.8924 -1.2580 3.3833 0.029
H 1.5140 0.7765 5.5900 0.188
H 3.6166 -1.4555 5.3471 0.154
H 3.9252 0.3936 5.8655 0.110
H 2.7786 -1.8438 9.5029 0.084
H 0.9836 -3.4237 10.1555 0.134
H -0.8144 -4.0730 8.3493 0.167
H -0.5531 -2.9435 6.1770 0.170
H 0.2169 -2.4879 1.4910 0.062
H 0.1084 -2.6022 -1.0128 0.119

=====

Ranked by calculated energy, most stable first: entry 1, entry 2.

=====

Entry 1
19
Properties=species:S:1:pos:R:3:lowdin_charge:R:1 method="wB97M-V/def2-TZVPD" gap_ev=6.35 smiles=CC(C)[C@H](N)C[O-] homo_energy_ev=-2.3 total_charge=-1
C -1.5656 0.3508 0.6770 -0.073
C -0.5110 0.3304 -0.5247 -0.412
C -1.0547 -0.4950 -1.6719 -0.107
C 0.8432 -0.0838 0.0335 -0.397
N 0.7776 -1.4969 0.4454 0.031
C 1.5759 1.0486 0.8778 -0.535
O 2.8626 1.2371 0.5863 -0.354
H -2.5051 0.7757 0.3603 0.051
H -1.7123 -0.7119 0.8598 0.054
H -1.0594 0.8782 1.4859 0.059
H -0.3899 1.3680 -0.8378 0.113
H -0.3503 -1.2747 -1.9922 0.063
H -1.3199 0.1094 -2.5451 0.062
H -1.9032 -1.1197 -1.3630 0.060
H 1.5651 -0.0042 -0.8127 0.124
H 0.7913 -1.4641 1.4680 0.055
H 1.5867 -2.0609 0.2132 0.054
H 1.4348 0.6611 1.9433 0.075
H 0.9341 1.9520 0.7970 0.074

=====

Entry 2
19
Properties=species:S:1:pos:R:3:lowdin_charge:R:1 method="wB97M-V/def2-TZVPD" gap_ev=6.15 smiles=CCCCNC[O-] homo_energy_ev=-2.4 total_charge=-1
C -2.6090 0.3162 -0.6819 -0.146
C -1.4528 0.7107 0.1525 -0.317
C -0.0727 0.8688 -0.5028 -0.246
C 0.6407 -0.4534 -0.7264 -0.307
N 1.0897 -1.0453 0.5452 -0.118
C 2.5806 -0.8753 1.1070 -0.507
O 3.1543 0.2624 0.6361 -0.396
H -2.8024 -0.7425 -0.7276 0.063
H -3.3658 0.8122 -0.1436 0.040
H -2.4723 0.7586 -1.6951 0.084
H -1.7014 1.6917 0.5943 0.103
H -1.2121 -0.2127 0.7819 0.111
H 0.5660 1.2865 0.3771 0.127
H 0.0017 1.7404 -1.2633 0.119
H 0.1352 -1.3566 -1.1989 0.096
H 1.4310 -0.2367 -1.5348 0.118
H 0.4681 -0.8707 1.3186 0.029
H 3.1653 -1.8461 0.6933 0.074
H 2.4560 -0.8083 2.2686 0.072

=====

Ranked by calculated energy, most stable first: entry 1, entry 2.

=====

Entry 1
19
Properties=species:S:1:pos:R:3:lowdin_charge:R:1 method="wB97M-V/def2-TZVPD" gap_ev=4.93 homo_energy_ev=-2.2 total_charge=-1
C 2.3336 -0.6485 -2.8913 -0.136
N 1.6607 -1.2706 -3.8719 -0.041
C -1.2360 1.0249 -0.1883 -0.137
C -0.0347 0.1159 0.1871 -0.278
C -0.2543 -0.6380 1.5452 -0.227
C -1.0922 0.2171 2.5751 -0.522
O -0.7972 1.5471 2.5331 -0.402
H 2.1153 -0.9715 -1.8550 0.057
H 0.9028 -0.9504 -3.1687 0.042
H 2.8409 0.2964 -3.0929 0.063
H 0.6968 -0.8330 2.0525 0.077
H -1.2712 1.8241 0.5574 0.045
H -2.1566 0.4313 -0.1974 0.059
H -1.0890 1.3913 -1.2264 0.049
H 0.8543 0.6845 0.4065 0.081
H 0.1851 -0.5738 -0.6306 0.051
H -0.7438 -1.5995 1.3555 0.074
H -0.6963 -0.1478 3.5354 0.061
H -2.2181 0.1005 2.3746 0.084

=====

Entry 2
19
Properties=species:S:1:pos:R:3:lowdin_charge:R:1 method="wB97M-V/def2-TZVPD" gap_ev=5.78 homo_energy_ev=-1.6 total_charge=-1
C -2.8629 0.2619 1.0481 -0.171
C -1.6425 0.2296 0.1289 -0.503
N -1.2155 -1.1743 -0.0787 -0.171
C 0.9549 -0.0782 -1.0974 -0.135
C 0.0138 -1.2642 -1.0307 -0.334
C 1.7804 0.1451 0.0879 -0.411
O 2.6490 1.0276 0.2605 -0.136
H -3.0931 1.3460 1.1252 0.052
H -2.6783 -0.1660 2.0276 0.043
H -3.6698 -0.2699 0.4995 0.057
H -1.9474 0.8059 -0.7442 0.072
H -0.8549 0.8778 0.5997 0.064
H 3.1180 2.2293 2.2616 0.020
H 1.5621 0.2137 -1.9469 0.116
H 0.6547 0.7563 -0.2138 0.143
H 2.5500 2.6745 2.1048 0.022
H 0.5503 -2.1768 -0.7494 0.074
H 1.5532 -0.7201 0.7520 0.136
H -0.5323 -1.4040 -1.9631 0.062

=====

Entry 3
19
Properties=species:S:1:pos:R:3:lowdin_charge:R:1 method="wB97M-V/def2-TZVPD" gap_ev=6.61 homo_energy_ev=-2.5 total_charge=-1
C 2.4577 0.6682 1.5688 -0.129
C 0.9932 0.7261 1.9667 -0.335
C -0.7377 -0.7932 1.7543 -0.126
N 0.4928 -0.6569 2.0250 -0.059
H 2.9086 1.6638 1.5164 0.055
H 3.0243 0.1146 2.3181 0.056
H 2.5188 0.1600 0.6098 0.068
H 0.4140 1.2865 1.2255 0.098
H 0.8231 1.2266 2.9278 0.094
H -1.3821 0.0756 1.6144 0.067
H -1.1606 -1.7807 1.6359 0.057
C -1.7504 -0.3966 -1.7897 -0.600
O -1.1334 -0.9393 -0.7179 -0.349
C -0.8333 -0.2718 -3.0130 -0.162
H -2.1883 0.6223 -1.5896 0.069
H -2.6653 -0.9579 -2.1265 0.064
H -1.3781 -0.0124 -3.9313 0.040
H -0.3254 -1.2210 -3.2022 0.048
H -0.0778 0.4864 -2.7924 0.046

=====

Ranked by calculated energy, most stable first: entry 3, entry 1, entry 2.

=====

Entry 1
13
Properties=species:S:1:pos:R:3:lowdin_charge:R:1 method="wB97M-V/def2-TZVPD" gap_ev=10.26 smiles=C#CC1(O)COC1 homo_energy_ev=-9.7
C 2.6553 -0.5834 -0.0223 0.073
C 1.4666 -0.3755 -0.0953 -0.072
C 0.0601 0.1090 -0.2358 -0.597
O 0.2579 1.3933 -0.1382 -0.070
C -1.1941 -0.4101 -1.0530 0.004
O -2.0097 -0.5194 0.2597 -0.141
C -0.8119 -0.1827 1.0083 -0.154
H 3.9232 -0.4230 0.1242 0.139
H -0.5522 2.1383 0.0136 0.238
H -1.6774 0.3686 -1.7031 0.133
H -1.0445 -1.4623 -1.3888 0.129
H -0.8309 0.9262 1.4713 0.149
H -0.2423 -0.9791 1.7594 0.170

=====

Entry 2
13
Properties=species:S:1:pos:R:3:lowdin_charge:R:1 method="wB97M-V/def2-TZVPD" gap_ev=10.11 smiles="C=C1CO1.C=C=O" homo_energy_ev=-9.2
C 0.7121 -1.1331 -1.1278 0.057
C 0.2389 0.0955 -1.2037 -0.391
C -0.7442 1.1335 -1.3255 -0.035
O 0.6781 1.3690 -1.0666 0.010
H 0.0496 -1.9799 -1.2622 0.069
H 1.7656 -1.3080 -0.9342 0.075
H -1.0779 1.4636 -2.3069 0.113
H -1.3993 1.3577 -0.4853 0.111
C 0.1792 0.2910 2.0318 0.010
C -0.3490 -0.8898 1.7985 -0.284
O -0.8320 -1.9367 1.6132 0.150
H 0.8082 0.7685 1.2896 0.053
H -0.0293 0.7689 2.9789 0.062

=====

Entry 3
13
Properties=species:S:1:pos:R:3:lowdin_charge:R:1 method="wB97M-V/def2-TZVPD" gap_ev=10.29 smiles="C#C[C@H](C=O)CO" homo_energy_ev=-10.1
C -1.9435 -1.6145 -0.9974 0.131
C -1.0468 -0.8432 -0.7650 -0.108
C 0.0371 0.0967 -0.4566 -0.251
C 1.4311 -0.6183 0.0341 -0.191
O 1.4962 -1.2771 1.0415 0.082
C -0.3548 1.0896 0.6467 -0.237
O 0.8189 1.8013 0.9682 -0.058
H -2.6990 -2.3469 -1.1949 0.032
H 0.2673 0.6988 -1.3469 0.143
H 2.3738 -0.4886 -0.5645 0.138
H -0.8017 0.5784 1.5143 0.131
H -1.0978 1.7938 0.2527 0.131
H 1.5192 1.1300 0.8678 0.056

=====

Entry 4
13
Properties=species:S:1:pos:R:3:lowdin_charge:R:1 method="wB97M-V/def2-TZVPD" gap_ev="7.59 / 9.15" homo_energy_ev="-8.4 / -9.1"
C -0.8553 -1.6038 -1.5938 -0.140
C -1.4590 -1.1726 -0.5525 0.043
C 1.0903 0.5110 1.6566 -0.087
C 1.8232 1.5767 2.3345 -0.310
C 0.4481 0.6711 0.4651 -0.157
O 2.5876 1.3600 3.2495 0.030
O 0.3805 1.6597 -0.3612 0.026
H -1.2937 -2.4813 -2.2838 0.099
H 0.1787 -1.2433 -1.9059 0.072
H -2.2553 -0.7202 -0.0318 0.026
H 0.9228 -0.5520 2.0270 0.124
H 1.6183 2.5904 2.1415 0.093
H 0.7974 2.5323 0.0635 0.182

=====

Ranked by calculated energy, most stable first: entry 3, entry 2, entry 1, entry 4.

=====

Entry 1
13
Properties=species:S:1:pos:R:3:lowdin_charge:R:1 method="wB97M-V/def2-TZVPD" gap_ev=9.47 homo_energy_ev=-9.8
C -1.7899 -0.1258 -0.3430 -0.049
C -0.6447 0.2252 0.5691 -0.064
O 0.5173 -1.4271 0.6774 0.010
C 1.6943 -1.0540 0.1693 -0.558
O 2.7021 -1.7131 -0.0330 0.071
C 1.6393 0.4031 -0.1949 0.025
C 0.4649 0.9727 0.0261 -0.109
H -1.9268 -1.1767 -0.1070 0.090
H -2.7460 0.3941 -0.1566 0.095
H -1.5263 -0.0231 -1.4000 0.094
H -0.9864 0.6564 1.5365 0.150
H 2.5045 0.8854 -0.6288 0.117
H 0.0886 1.9735 -0.1448 0.128

=====

Entry 2
13
Properties=species:S:1:pos:R:3:lowdin_charge:R:1 method="wB97M-V/def2-TZVPD" gap_ev=9.57 smiles="C[C@@H]1C=CC(=O)O1" homo_energy_ev=-9.4
C 1.1811 0.0268 1.1551 0.035
C 0.4821 -0.8222 -0.2317 -0.190
C 0.0011 -0.1129 -1.4665 -0.006
C -1.0771 0.6107 -1.1185 0.030
C -1.4043 0.3298 0.2936 -0.508
O -2.1370 0.8530 1.0948 0.111
O -0.6567 -0.7538 0.6329 -0.071
H 0.6744 0.0373 2.1691 0.106
H 2.1200 -0.4719 1.2585 0.040
H 1.1897 1.0540 0.8040 0.073
H 0.8751 -1.8482 -0.4041 0.146
H 0.4271 -0.1850 -2.4691 0.116
H -1.6754 1.2824 -1.7180 0.118

=====

Ranked by calculated energy, most stable first: entry 1, entry 2.

=====

Entry 1
18
Properties=species:S:1:pos:R:3:lowdin_charge:R:1 method="wB97M-V/def2-TZVPD" gap_ev=9.90 smiles="CC(N)=O.CC(N)=O" homo_energy_ev=-9.4
C -1.0177 -2.5499 1.7193 -0.018
C 0.2342 -2.6626 0.8897 -0.607
N 0.6787 -1.5093 0.3423 0.157
O 0.7980 -3.7267 0.7089 0.029
H -1.1168 -3.4751 2.2810 0.079
H -1.8958 -2.4659 1.0855 0.077
H -1.0562 -1.7139 2.4206 0.077
H 1.5379 -1.4872 -0.1812 0.108
H 0.3002 -0.5908 0.5037 0.062
C -0.3374 1.4816 -1.6751 -0.009
C 0.5458 2.0472 -0.6009 -0.598
N 0.5524 3.3889 -0.5599 0.156
O 1.2426 1.3763 0.1467 0.025
H -0.5582 0.4209 -1.5578 0.074
H 0.2030 1.5821 -2.6290 0.097
H -1.2704 2.0311 -1.7618 0.078
H 1.1254 3.9068 0.0831 0.113
H 0.0342 3.9464 -1.2151 0.102

=====

Entry 2
18
Properties=species:S:1:pos:R:3:lowdin_charge:R:1 method="wB97M-V/def2-TZVPD" gap_ev=10.47 smiles="CC(N)=O.CC(N)=O" homo_energy_ev=-9.7
C -1.8228 0.1434 1.7296 -0.024
C -0.3425 -0.0177 1.9101 -0.593
N 0.1834 -1.3006 2.0191 0.148
O 0.3750 0.9571 2.0434 0.014
H -2.0152 1.1833 1.4845 0.079
H -2.3180 -0.0928 2.6675 0.082
H -2.3286 -0.4182 0.9473 0.072
H 1.1173 -1.4563 1.6908 0.095
H -0.4676 -2.0353 1.8055 0.089
C 1.2684 -0.2553 -2.5704 -0.023
C 0.2511 0.1993 -1.5457 -0.587
N 0.6021 1.3165 -0.8425 0.164
O -0.7518 -0.4349 -1.3225 0.046
H 1.2143 0.2161 -3.5504 0.081
H 1.2141 -1.3398 -2.7033 0.079
H 2.3327 -0.1786 -2.3150 0.075
H -0.0847 1.9659 -0.5218 0.106
H 1.5730 1.5476 -0.9260 0.097

=====

Ranked by calculated energy, most stable first: entry 1, entry 2.